Entry 1:
Molecular formula: C3H9N4O
Method: DFT, ωB97M-V/def2-TZVPD

Atoms and positions in Å:
C -1.58 -0.83 -0.52
C 0.92 1.75 -0.37
C 0.78 0.47 -1.16
N -0.89 -0.52 1.68
N -1.82 -0.73 0.78
N 0.50 -0.74 -0.64
N 0.79 -1.00 0.62
O -2.14 -0.98 -1.53
H 0.52 2.54 -1.04
H 0.28 1.73 0.59
H 1.93 2.07 -0.07
H 0.05 0.74 -2.07
H 1.67 0.37 -1.79
H -0.85 -1.11 2.43
H -2.62 -1.34 1.14
H 1.37 -0.45 1.26
H 1.09 -1.97 0.70

Calculated values
Energy relative to the best compared isomer or geometry (same formula, charge and spin) (kJ/mol): 677.1
Orbital gap (spin up / spin down) (eV): 7.64 / 7.69
Electronic energy (Eh): -413.4901
Net charge: +1

Mulliken atomic charge list, values in e, 8 entries:
1 C 0.54
2 C -0.98
3 C -0.38
4 N -0.52
5 N 0.19
6 N -0.30
7 N -0.15
8 O -0.27


Entry 2:
Molecular formula: C3H9N4O
Method: DFT, ωB97M-V/def2-TZVPD

Atoms and positions in Å:
C -1.95 -0.44 0.03
C -1.61 0.91 -0.59
C 0.31 -0.34 -0.54
N -0.66 -1.05 0.14
N 1.27 0.53 1.50
N 1.38 -1.06 -1.01
N -0.13 0.86 -0.67
O -2.78 -1.00 0.60
H -2.08 0.68 -1.50
H -2.01 1.85 -0.19
H -0.51 -2.04 0.17
H 2.11 -0.11 1.66
H 1.82 1.36 1.34
H 1.30 -2.03 -0.52
H 1.96 -0.66 -1.75
H 0.35 1.56 -1.19
H 1.23 0.96 2.51

Calculated values
Energy relative to the best compared isomer or geometry (same formula, charge and spin) (kJ/mol): 153.3
Orbital gap (eV): 11.14
Electronic energy (Eh): -413.6895
Net charge: +1

Mulliken atomic charge list, values in e, 8 entries:
1 C 0.31
2 C -0.31
3 C 0.53
4 N -0.18
5 N -0.80
6 N -0.45
7 N -0.05
8 O -0.44